The following is a DFT calculation (wB97M-V/def2-TZVPD) of a cluster of 2 separate species, C6H15NO in total in a non-equilibrium geometry.

```
23
Properties=species:S:1:pos:R:3:forces:R:3
C 0.379808 1.332739 -0.257354 -3.39 0.31 -2.06
C 0.899203 0.650737 0.914755 2.28 -0.85 3.86
C -0.277000 -0.008194 1.646193 4.23 -0.78 0.10
C -0.128465 -1.104387 2.365723 -3.34 -2.06 1.29
C 0.710476 0.823620 -1.641744 1.56 1.58 -2.55
N 0.550639 -0.558097 -2.060709 -1.23 -1.00 0.45
C 0.743875 -1.526622 -0.974247 -0.23 -0.80 -0.08
H -0.808531 1.336970 -0.242584 2.71 0.39 0.24
H 0.587534 2.371287 -0.257596 0.41 1.14 -0.07
H 1.384663 1.294897 1.729225 -1.09 0.22 -1.18
H 1.842907 0.028512 0.800525 -1.55 0.32 -0.31
H -1.042896 0.685282 1.571677 -2.19 0.35 0.46
H -1.103233 -1.587315 2.835999 2.10 1.19 -0.66
H 0.740176 -1.769909 2.502501 -0.23 0.84 -0.53
H 1.765533 1.115400 -1.905284 -0.36 -0.57 0.75
H 0.243172 1.504213 -2.429461 -0.14 -0.99 1.10
H -0.425133 -0.796470 -2.290420 0.53 0.98 -0.53
H -0.172610 -1.627739 -0.390261 0.12 0.20 0.42
H 0.898071 -2.553789 -1.329935 0.35 0.34 -0.38
H 1.545957 -1.236415 -0.315224 0.17 -0.38 -0.20
H -1.948299 0.449647 -0.206415 -2.13 -0.17 0.29
H -3.499575 0.421808 0.270866 -0.84 -1.12 1.61
O -2.886272 0.753826 -0.336229 2.26 0.88 -2.00
```
Positions in Å, forces in eV/Å.

Values from the calculation:
* HOMO-LUMO gap: 9.66 eV
* energy relative to the best compared isomer or geometry (same formula, charge and spin): 393.7 kJ/mol
* net charge: 0
* HOMO: -8.8132 eV

The following is a DFT calculation (wB97M-V/def2-TZVPD) of a cluster of 3 separate species, CH2NO4S in total in a non-equilibrium geometry.

```
9
Properties=species:S:1:pos:R:3:forces:R:3
C -2.221287 0.903658 -0.162398 0.09 0.65 -0.60
N -1.609980 0.677541 -1.157581 1.02 -0.79 -0.91
O 0.853812 -1.689335 1.535836 1.16 0.20 -0.97
O -2.946353 1.294392 0.658670 -0.66 -0.07 1.16
O 1.089472 0.072410 -1.140991 2.14 -0.68 1.06
O 3.233034 0.303175 0.148702 -0.79 -0.18 -0.31
S 2.217743 -0.579520 -0.399084 -2.21 0.24 0.20
H -0.656142 0.304261 -1.323833 -0.55 0.24 0.48
H 0.039701 -1.286582 1.840679 -0.20 0.39 -0.10
```
Positions in Å, forces in eV/Å.

Values from the calculation:
* HOMO-LUMO gap (spin up / spin down): 7.63 / 7.63 eV
* energy relative to the best compared isomer or geometry (same formula, charge and spin): 147.4 kJ/mol
* net charge: -1
* HOMO (spin up / spin down): -4.1237 / -4.1257 eV

The following is a DFT calculation (wB97M-V/def2-TZVPD) of an isolated molecule of C2H3N3O2 in a non-equilibrium geometry.

```
10
Properties=species:S:1:pos:R:3:forces:R:3
N -1.817460 0.047875 -0.016712 -0.47 0.62 0.45
C -0.526071 -0.124078 0.379990 -0.13 0.40 -0.09
N -0.068444 -1.222393 0.878982 -0.44 0.12 -1.68
O 1.203589 -1.249491 0.230569 1.74 -0.25 1.27
C 1.608518 -0.007385 -0.141033 0.48 -0.28 0.16
O 2.727850 0.250700 -0.482987 -0.48 0.22 0.03
N 0.472396 0.786057 -0.059533 -0.08 -0.59 -0.19
H -1.831994 0.560483 -0.887081 -0.34 0.14 0.19
H -2.340233 -0.821499 -0.063356 0.20 0.28 0.12
H 0.571852 1.779729 0.161164 -0.49 -0.65 -0.26
```
Positions in Å, forces in eV/Å.

Values from the calculation:
* HOMO-LUMO gap: 9.72 eV
* energy relative to the best compared isomer or geometry (same formula, charge and spin): 206.0 kJ/mol
* net charge: 0
* HOMO: -9.2708 eV

The following is a DFT calculation (wB97M-V/def2-TZVPD) of a structure of composition C5H7O4V in a non-equilibrium geometry.

```
17
Properties=species:S:1:pos:R:3:forces:R:3
O -1.162537 -0.226483 2.015650 0.19 -0.29 -0.18
V -1.168190 -1.332123 0.530712 -0.48 -0.21 0.73
C -0.066184 0.606079 2.248609 0.62 0.25 0.26
C 0.624338 1.139451 0.989377 1.09 -1.06 -1.61
H -0.389642 1.487388 2.839190 0.09 -0.25 -0.23
H 0.706080 0.094009 2.862083 -0.35 0.08 -0.12
H -0.130757 1.566994 0.308778 0.29 0.09 0.25
H 1.367474 1.900327 1.275333 -0.31 -0.10 -0.15
C 1.515712 0.005946 0.013939 -0.69 1.21 1.75
C 0.591778 -1.007696 -0.513375 -0.37 0.07 0.00
H 2.214939 -0.463099 0.724421 -0.16 0.12 -0.22
H 2.089657 0.559334 -0.747563 -0.30 -0.07 0.25
O 0.191788 -0.629396 -1.856441 0.08 0.19 -0.41
C -1.045360 -0.863656 -2.170909 0.51 0.45 0.24
O -1.932790 -1.193364 -1.375565 -0.13 -0.42 -0.07
O -1.276732 -0.634477 -3.443327 0.03 -0.23 -0.71
H -2.129576 -1.009234 -3.700913 -0.11 0.17 0.21
```
Positions in Å, forces in eV/Å.

Values from the calculation:
* HOMO-LUMO gap (spin up / spin down): 7.23 / 9.56 eV
* energy relative to the best compared isomer or geometry (same formula, charge and spin): 0.0 kJ/mol
* multiplicity: 5
* net charge: 0
* expectation value of S²: 6.013
* HOMO (spin up / spin down): -6.9352 / -9.5044 eV

The following is a DFT calculation (wB97M-V/def2-TZVPD) of a structure of composition C32H34ClEuNPSi in a non-equilibrium geometry.

```
71
Properties=species:S:1:pos:R:3:forces:R:3
C -0.712260 -2.616439 2.481942 0.50 0.27 -0.40
C -0.671761 -3.041843 1.122146 0.24 0.54 0.29
C 0.687540 -3.024473 0.685567 0.03 0.42 0.61
H -1.527327 -3.373454 0.536300 0.21 0.13 0.17
C 1.493610 -2.592029 1.783688 -0.52 -0.27 0.00
C 0.634416 -2.345850 2.896378 -0.20 0.04 -0.66
H 0.946922 -2.027346 3.889476 -0.11 -0.07 -0.35
H -1.602809 -2.515515 3.099064 0.25 -0.09 -0.18
H 1.063337 -3.344589 -0.286577 -0.15 0.19 0.27
H 2.582789 -2.525574 1.789329 -0.48 0.08 -0.05
Eu 0.141561 -0.278448 1.208720 0.39 -0.83 1.49
Cl 2.495580 0.168058 0.269865 0.10 0.38 0.32
P 0.389898 -0.474356 -2.184192 -0.57 0.05 -0.73
C 1.477781 -1.563691 -3.204426 0.43 -0.39 0.27
C 1.050846 -2.254850 -4.351214 0.14 0.13 0.11
H 0.001915 -2.226237 -4.654984 0.35 0.03 0.08
C 1.969508 -2.979659 -5.118746 0.09 0.15 0.31
H 1.627119 -3.496127 -6.015410 0.11 0.10 0.23
C 3.313981 -3.033044 -4.737861 -0.12 0.14 0.06
H 4.030633 -3.591649 -5.345003 -0.23 0.18 0.21
C 3.739626 -2.370867 -3.579882 -0.16 -0.10 -0.13
H 4.787556 -2.411657 -3.280674 -0.29 -0.02 -0.06
C 2.825729 -1.657828 -2.805166 -0.25 0.01 -0.15
H 3.136681 -1.160675 -1.882275 0.00 -0.13 -0.36
C -1.242382 -0.906192 -2.923745 -0.30 -0.06 -0.03
C -1.868240 -2.065984 -2.422492 -0.09 0.38 -0.30
H -1.381237 -2.642458 -1.630774 -0.15 0.17 -0.24
C -3.095357 -2.478047 -2.941143 0.06 0.15 -0.10
H -3.575755 -3.371597 -2.542006 0.09 0.22 -0.13
C -3.705224 -1.746410 -3.968893 0.16 0.01 0.05
H -4.665074 -2.074192 -4.375290 0.32 0.11 0.13
C -3.085073 -0.600849 -4.474503 0.13 -0.09 0.26
H -3.544053 -0.034194 -5.284545 0.05 -0.15 0.22
C -1.862976 -0.168853 -3.944098 -0.13 -0.34 0.11
H -1.391755 0.735559 -4.335140 -0.13 -0.31 0.12
C 0.708285 1.157390 -2.989851 0.09 0.37 0.32
C 1.422633 1.310892 -4.188223 -0.19 0.18 0.10
H 1.865337 0.442207 -4.681713 -0.20 0.28 0.17
C 1.567323 2.579150 -4.765142 -0.16 -0.03 0.37
H 2.102074 2.679082 -5.708918 -0.10 0.01 0.24
C 1.030218 3.704683 -4.131559 -0.04 -0.25 0.02
H 1.148216 4.694104 -4.581516 -0.05 -0.35 0.18
C 0.343446 3.560293 -2.919691 0.00 -0.06 -0.03
H -0.071355 4.436370 -2.417399 0.15 -0.24 -0.16
C 0.186103 2.298770 -2.345516 0.33 -0.22 -0.50
H -0.338592 2.189974 -1.390916 0.13 0.08 -0.28
C -3.241326 0.044018 4.236201 -0.28 -0.05 0.20
Si -1.529232 0.423850 4.866060 0.98 0.02 -0.69
C -1.540161 1.863938 6.060735 -0.15 0.33 0.09
C -0.834213 -1.019427 5.828876 -0.13 -0.32 0.25
N -0.558065 0.769354 3.454819 -0.15 -0.95 -1.00
C 0.150687 1.919696 3.272135 0.18 0.49 -0.30
C -0.042652 2.651737 2.054209 0.55 -0.41 0.54
C 0.681674 3.816127 1.801125 0.24 0.09 0.31
C 1.551082 4.321502 2.776479 -0.13 0.14 -0.32
C 1.760233 3.628215 3.978974 -0.39 -0.50 -0.20
C 1.113364 2.417442 4.210626 -0.10 0.21 -0.47
H -3.896976 -0.127453 5.099000 -0.10 -0.09 -0.22
H -3.261657 -0.845076 3.586509 0.00 0.27 0.21
H -3.633989 0.900935 3.674199 0.06 -0.17 0.08
H -2.262386 1.674302 6.867098 0.13 0.01 -0.12
H -0.554600 2.023011 6.522469 -0.30 -0.08 -0.13
H -1.834466 2.802147 5.572360 0.08 -0.13 0.08
H -0.910608 -1.965390 5.279844 0.06 0.12 0.14
H 0.221477 -0.846474 6.078520 -0.18 -0.02 -0.09
H -1.376158 -1.140707 6.778575 0.09 -0.03 -0.18
H -0.819478 2.291518 1.354923 0.17 0.34 0.31
H 0.533846 4.326495 0.848523 0.12 0.03 0.30
H 2.075935 5.264386 2.613293 -0.16 -0.30 -0.06
H 2.441178 4.028554 4.732644 -0.13 -0.12 -0.28
H 1.337044 1.815758 5.098789 -0.19 0.30 -0.33
```
Positions in Å, forces in eV/Å.

Values from the calculation:
* HOMO-LUMO gap (spin up / spin down): 5.43 / 7.14 eV
* energy relative to the best compared isomer or geometry (same formula, charge and spin): 0.0 kJ/mol
* multiplicity: 7
* net charge: 0
* expectation value of S²: 12.082
* HOMO (spin up / spin down): -7.3438 / -7.3928 eV

The following is a DFT calculation (wB97M-V/def2-TZVPD) of an isolated molecule of C5H6O.

```
12
Properties=species:S:1:pos:R:3:forces:R:3
C 1.020187 -1.116807 -1.284134 -0.06 0.04 0.11
C 0.304572 -1.196610 -0.166840 0.08 -0.06 -0.17
C -0.684261 -0.154155 0.217231 0.33 0.25 0.20
O -2.010266 -0.457381 0.014058 -0.06 -0.16 -0.12
C -0.312526 0.974941 0.766767 0.03 -0.03 0.01
C 0.138515 2.057995 1.336980 0.01 -0.09 -0.06
H 1.737332 -1.882771 -1.567096 -0.13 0.09 0.06
H 0.903947 -0.260888 -1.943237 0.08 -0.09 0.05
H -2.040453 -1.125542 -0.682169 -0.10 0.05 0.09
H 0.446953 2.909172 0.736505 -0.07 0.00 0.07
H 0.405001 -2.054689 0.496078 -0.07 0.06 -0.07
H 0.239258 2.148155 2.417662 -0.04 -0.06 -0.17
```
Positions in Å, forces in eV/Å.

Values from the calculation:
* HOMO-LUMO gap: 9.64 eV
* energy relative to the best compared isomer or geometry (same formula, charge and spin): 223.9 kJ/mol
* net charge: 0
* HOMO: -8.7856 eV

The following is a DFT calculation (wB97M-V/def2-TZVPD) of a cluster of 2 separate species, C6H12N2O2 in total in a non-equilibrium geometry.

```
22
Properties=species:S:1:pos:R:3:forces:R:3
C -0.998102 -2.645016 -0.385419 -0.26 -0.06 0.01
C -0.279942 -1.384828 -0.746770 -0.01 0.81 -0.57
C -0.218819 -0.751560 -2.105367 -0.11 -0.13 -0.24
C 1.061515 -1.155751 -1.416363 0.21 -0.14 0.01
C 1.410100 -0.158527 -0.310320 0.31 -0.02 0.22
N 0.068199 -0.381222 0.256528 0.99 -1.78 -0.46
C -0.770430 0.489522 0.852222 -2.62 0.42 -0.61
N 0.302924 3.737761 1.685866 0.18 0.22 -0.09
O -1.802790 0.912582 0.354096 1.25 -0.30 0.69
H -0.803013 -2.913347 0.662246 0.02 0.02 -0.29
H -2.083066 -2.535915 -0.522200 0.25 -0.05 0.09
H -0.650264 -3.462348 -1.031057 -0.13 0.16 0.16
H -0.522249 -1.402057 -2.927079 0.14 0.19 0.16
H -0.470014 0.304873 -2.227732 0.03 -0.34 0.09
H 1.740502 -1.903979 -1.818513 -0.18 0.21 0.10
H 2.201394 -0.512701 0.364305 -0.11 0.17 -0.20
H 1.602488 0.877511 -0.618551 -0.02 -0.20 0.04
H -0.112918 4.289729 0.939674 0.06 -0.08 0.15
H -0.070916 4.086447 2.565029 0.03 -0.12 -0.17
O -0.428436 0.705416 2.134020 -0.23 1.00 1.09
H 1.301273 3.936532 1.685940 -0.21 0.01 0.01
H -0.477435 -0.133120 2.609443 0.42 0.00 -0.20
```
Positions in Å, forces in eV/Å.

Values from the calculation:
* HOMO-LUMO gap: 9.52 eV
* energy relative to the best compared isomer or geometry (same formula, charge and spin): 236.1 kJ/mol
* net charge: 0
* HOMO: -8.7558 eV

The following is a DFT calculation (wB97M-V/def2-TZVPD) of a cluster of 2 separate species, C4H12N2O2 in total in a non-equilibrium geometry.

```
20
Properties=species:S:1:pos:R:3:forces:R:3
C -1.493034 1.692642 1.116668 0.15 0.65 0.14
N -0.235762 2.225561 1.643538 -0.15 -0.66 0.40
C 0.896435 1.327584 1.469445 0.26 -0.02 -0.43
O 1.328174 1.149300 0.165828 -0.23 -0.15 -0.75
H -1.691972 2.015724 0.088771 -0.07 -0.16 -0.03
H -2.309262 2.034464 1.758851 -0.16 -0.05 -0.16
H -1.479966 0.604696 1.144565 0.06 -0.04 0.01
H 0.000685 3.116877 1.235716 -0.08 0.07 -0.18
H 0.634690 0.354489 1.908240 -0.16 0.08 0.25
H 1.716204 1.767333 2.052861 0.04 -0.13 0.00
O -0.940162 -2.812978 -2.534700 -0.64 0.10 0.10
C 0.093287 -2.956730 -1.786215 0.96 0.12 -0.27
C 0.639399 -1.838798 -0.906337 -0.91 -1.54 0.13
N 0.011040 -0.550405 -1.169608 1.65 1.01 -0.39
H 0.619281 -3.924381 -1.671749 -0.15 0.08 0.02
H 0.486423 -2.081066 0.164330 -0.09 0.29 0.16
H 1.721961 -1.787286 -1.038352 0.01 0.47 0.12
H 0.704606 0.414018 -0.454143 0.43 0.72 1.27
H 0.280867 -0.284091 -2.111781 -0.54 -0.13 -0.21
H -0.982893 -0.466952 -1.075927 -0.39 -0.73 -0.15
```
Positions in Å, forces in eV/Å.

Values from the calculation:
* HOMO-LUMO gap (spin up / spin down): 3.62 / 7.24 eV
* energy relative to the best compared isomer or geometry (same formula, charge and spin): 206.7 kJ/mol
* multiplicity: 2
* net charge: -1
* expectation value of S²: 0.754
* HOMO (spin up / spin down): 0.1076 / -3.5614 eV

The following is a DFT calculation (wB97M-V/def2-TZVPD) of a structure of composition C4H10NO2Si in a non-equilibrium geometry.

```
18
Properties=species:S:1:pos:R:3:forces:R:3
C 1.525070 0.394233 0.854846 2.94 -2.66 -1.88
C -0.739592 0.820984 -1.531988 2.03 3.54 3.13
C 0.368423 -1.784357 -0.847499 0.16 1.56 0.96
C -1.684793 -0.443018 1.045846 3.81 -0.35 2.14
N 1.616801 1.608995 1.402418 0.76 -0.86 0.89
O 2.658221 2.001676 2.003513 -0.43 0.34 -0.50
O 0.555404 2.285054 1.393325 -0.58 0.86 0.09
Si -0.082888 -0.107107 0.021358 0.59 -0.71 -0.79
H 2.781796 -0.244237 0.624004 -4.25 2.08 0.90
H -0.595609 1.966503 -1.497279 -0.55 -1.47 0.56
H -0.251489 0.660386 -2.402970 2.07 -1.27 -2.71
H -1.712746 0.630617 -1.746085 -3.24 -0.57 -0.26
H 0.963925 -1.544529 -1.701235 0.59 0.15 -0.65
H 0.932470 -2.414194 -0.199822 0.49 -0.65 0.56
H -0.485050 -2.296527 -1.189257 -1.27 -0.73 -0.40
H -2.465214 -0.057129 0.538995 -2.78 1.47 -1.51
H -1.834387 -1.498510 1.185935 0.01 -0.58 0.06
H -1.550344 0.021159 2.045894 -0.37 -0.15 -0.57
```
Positions in Å, forces in eV/Å.

Values from the calculation:
* HOMO-LUMO gap: 7.40 eV
* energy relative to the best compared isomer or geometry (same formula, charge and spin): 166.3 kJ/mol
* net charge: -1
* HOMO: -3.5178 eV

no.,energy (Eh)
1,-367.48136
2,-793.24015
3,-392.71510
4,-1439.59028
5,-3095.98224
6,-269.26095
7,-495.74761
8,-419.52922
9,-653.04347